(1)
ORCA calculation (ωB97M-V/def2-TZVPD) on C20H30ClN3O3 in the gas phase.

Results
Gap between HOMO and LUMO ... 0.3653 Eh
Energy above the lowest of the compared OMol25 structures with the same formula, charge and spin ... 11.1 kJ/mol

Each line ends with the natural charge from an NBO analysis.
CARTESIAN COORDINATES (ANGSTROEM)
C (-2.543605, -2.242764, -4.497735)  -0.60
C (-2.058214, -1.868314, -3.101895)  -0.40
C (-0.536598, -1.941859, -2.945168)  -0.20
C (-0.055443, -3.391883, -2.924888)  -0.62
C (-0.088138, -1.202936, -1.676789)  -0.04
C (1.427833, -1.299600, -1.434980)  -0.50
C (1.855326, -0.303076, -0.373249)  0.70
O (2.318991, 0.787756, -0.676520)  -0.66
N (1.625624, -0.689332, 0.901993)  -0.63
C (1.954627, 0.094808, 2.101957)  0.10
C (3.457499, 0.332763, 2.192526)  -0.07
O (4.229708, -0.860052, 2.201938)  -0.71
C (1.157944, 1.407649, 2.149956)  -0.41
C (-0.241586, 1.038144, 2.681377)  -0.41
C (-0.132418, -0.398349, 3.238987)  -0.22
C (-0.840578, -0.604394, 4.568280)  -0.60
C (1.377014, -0.663118, 3.302242)  -0.41
N (-0.457944, 0.205193, -1.704461)  -0.62
C (-1.374397, 0.722132, -0.849701)  0.67
O (-2.138083, 0.033792, -0.192355)  -0.63
C (-1.403374, 2.219054, -0.755303)  -0.17
C (-2.604909, 2.833087, -0.418020)  0.08
N (-2.738388, 4.146980, -0.275983)  -0.40
C (-1.660266, 4.904644, -0.445333)  0.02
C (-0.418567, 4.375611, -0.764346)  -0.07
Cl (0.945941, 5.427125, -0.934982)  0.02
C (-0.275629, 3.010630, -0.929466)  -0.20
H (-3.631201, -2.196981, -4.556521)  0.21
H (-2.141339, -1.554868, -5.244699)  0.20
H (-2.243815, -3.252090, -4.782468)  0.20
H (-2.398772, -0.858396, -2.869161)  0.21
H (-2.518437, -2.522342, -2.354235)  0.20
H (-0.074559, -1.429415, -3.799728)  0.19
H (-0.375333, -3.885766, -2.002334)  0.20
H (-0.475895, -3.953332, -3.757972)  0.22
H (1.029156, -3.472517, -2.995192)  0.21
H (-0.624085, -1.627666, -0.823087)  0.23
H (1.695071, -2.318389, -1.154625)  0.23
H (1.975039, -1.044775, -2.344532)  0.23
H (1.249412, -1.612632, 1.040284)  0.40
H (3.786719, 0.929317, 1.342779)  0.21
H (3.645380, 0.900043, 3.111173)  0.16
H (3.670154, -1.597402, 2.460917)  0.46
H (1.665442, 2.082583, 2.843021)  0.21
H (1.144736, 1.899548, 1.180962)  0.23
H (-0.543397, 1.732247, 3.468677)  0.21
H (-1.005109, 1.090684, 1.906811)  0.23
H (-0.574511, -1.083521, 2.508250)  0.20
H (-0.427223, 0.061095, 5.330412)  0.20
H (-1.906441, -0.389766, 4.479421)  0.22
H (-0.735120, -1.631246, 4.924192)  0.21
H (1.617302, -1.732130, 3.306375)  0.20
H (1.798833, -0.232041, 4.215084)  0.22
H (0.182318, 0.839462, -2.154838)  0.41
H (-3.487355, 2.225721, -0.259676)  0.22
H (-1.779427, 5.973912, -0.316131)  0.21
H (0.700076, 2.586947, -1.141226)  0.26

Forces on atoms 1 to 6 (eV/Å):
0.013 0.005 0.008
0.004 -0.020 -0.018
-0.015 0.001 0.021
-0.009 0.008 0.004
0.023 -0.019 -0.014
-0.021 0.013 0.001



(2)
ORCA calculation (ωB97M-V/def2-TZVPD) on a molecular structure, C20H30F12MnO15P2 at a distorted geometry.

Results
Gap between HOMO and LUMO (spin up / spin down) ... 0.3500 / 0.3852 Eh
Energy above the lowest of the compared OMol25 structures with the same formula, charge and spin ... 280.1 kJ/mol
2S+1 ... 6

Each line ends with the Mulliken charge.
CARTESIAN COORDINATES (ANGSTROEM)
Mn (-0.765381, 0.159280, 1.304516)  2.65
P (-4.304761, 0.771980, 1.095606)  1.44
F (-5.756741, 1.281750, 0.617676)  -0.36
F (-3.609441, 1.751010, 0.001626)  -0.32
F (-4.113211, 1.945750, 2.201836)  -0.40
F (-2.808911, 0.319310, 1.512086)  -0.38
F (-5.049841, -0.037280, 2.244676)  -0.37
F (-4.378241, -0.412230, -0.005624)  -0.40
P (0.163229, 0.030040, 4.379126)  1.50
F (-0.490941, -1.385680, 4.835976)  -0.41
F (1.415219, -0.395450, 5.203936)  -0.40
F (0.844599, -0.656000, 3.076956)  -0.55
F (0.955449, 1.350740, 3.993066)  -0.39
F (-1.081051, 0.436520, 3.401276)  -0.55
F (-0.535981, 0.907360, 5.551216)  -0.40
C (-2.188831, 5.759960, -1.197014)  -1.46
C (-0.951391, 5.118640, -0.522764)  0.49
C (-0.707591, 5.629600, 0.880086)  -0.63
O (-0.672411, 4.476140, 1.700396)  -0.32
C (-0.985261, 3.431080, 1.006936)  -0.02
O (-1.133701, 2.248960, 1.398416)  -0.06
O (-1.262291, 3.792960, -0.234444)  -0.21
H (-2.994301, 6.016500, -0.508894)  0.35
H (-2.618101, 5.304020, -2.089164)  0.31
H (-1.837471, 6.712620, -1.593354)  0.45
H (-0.005841, 5.191920, -1.060044)  0.24
H (-1.522981, 6.268340, 1.219586)  0.31
H (0.186959, 6.249470, 0.940396)  0.33
C (-4.837681, -4.294210, 1.535596)  -1.42
C (-3.505771, -4.348910, 2.244006)  0.42
C (-2.445041, -5.010060, 1.454336)  -0.60
O (-1.520361, -3.955860, 1.136176)  -0.18
C (-1.872121, -2.842630, 1.805686)  0.24
O (-1.213321, -1.805700, 1.796046)  -0.61
O (-3.034031, -3.045700, 2.470046)  -0.28
H (-4.711741, -4.001520, 0.493206)  0.32
H (-5.595331, -3.702920, 2.049826)  0.35
H (-5.237211, -5.307120, 1.485566)  0.42
H (-3.582921, -4.821860, 3.223016)  0.30
H (-2.749191, -5.546420, 0.555506)  0.30
H (-1.922491, -5.742900, 2.069156)  0.31
C (2.723109, -5.392410, 0.129906)  -1.44
C (3.021889, -3.941400, -0.308154)  0.35
C (2.622619, -3.585500, -1.722194)  -0.55
O (1.626089, -2.645160, -1.547574)  -0.27
C (1.558319, -2.318370, -0.182144)  0.40
O (0.893269, -1.417420, 0.323556)  0.25
O (2.329389, -3.089780, 0.554546)  -0.30
H (1.669329, -5.562530, -0.090804)  0.33
H (2.768769, -5.576070, 1.203356)  0.35
H (3.306049, -6.176200, -0.353784)  0.38
H (4.071059, -3.744420, -0.087824)  0.28
H (2.202369, -4.476750, -2.188194)  0.37
H (3.451689, -3.231820, -2.335094)  0.31
C (4.086649, 2.881080, -2.121594)  -1.00
C (4.141009, 2.090420, -0.763024)  0.34
C (4.285989, 3.043070, 0.471576)  -0.50
O (3.124599, 2.668220, 1.246166)  -0.35
C (2.392479, 1.747030, 0.546956)  0.08
O (1.330339, 1.224840, 0.929456)  -0.06
O (2.924439, 1.451980, -0.614004)  -0.08
H (5.072249, 3.234300, -2.424794)  0.42
H (3.354229, 3.681460, -2.016524)  0.32
H (3.795089, 2.217230, -2.935464)  -0.07
H (4.960079, 1.376830, -0.852504)  0.30
H (4.285559, 4.088960, 0.164616)  0.28
H (5.109139, 2.849480, 1.159356)  0.30
C (2.117459, -0.039770, -4.250964)  -0.57
C (0.757899, 0.554650, -3.952294)  0.39
C (-0.445921, -0.393410, -4.206314)  -0.62
O (-1.197731, -0.355660, -3.024424)  -0.33
C (-0.499001, 0.273180, -2.042924)  -0.04
O (-0.873171, 0.413710, -0.881194)  -0.43
O (0.684339, 0.647640, -2.554904)  -0.03
H (2.792459, 0.735740, -3.888924)  -0.26
H (2.234829, -0.135430, -5.330394)  0.45
H (2.362419, -1.024090, -3.851954)  0.11
H (0.670949, 1.535040, -4.420684)  0.27
H (-0.210821, -1.433720, -4.431244)  0.31
H (-1.063101, -0.016430, -5.021824)  0.33

Forces on atoms 1 to 6 (eV/Å):
1.181 0.363 -0.179
-1.633 2.478 -0.413
0.047 0.430 -0.122
-0.062 -0.083 -0.374
-0.350 0.518 -0.304
-0.002 -1.622 0.347



(3)
ORCA calculation (ωB97M-V/def2-TZVPD) on a molecular structure, C20H30F3O16V at a distorted geometry.

Results
Gap between HOMO and LUMO ... 0.3212 Eh
Energy above the lowest of the compared OMol25 structures with the same formula, charge and spin ... 350.5 kJ/mol

Each line ends with the Mulliken charge.
CARTESIAN COORDINATES (ANGSTROEM)
O (-2.839439, 0.923301, -1.432523)  -0.69
V (-2.025372, 0.491446, -0.190039)  1.67
O (-0.449493, 0.836673, -0.401853)  -0.55
C (-2.841479, -0.523110, 2.590499)  0.20
O (-1.541628, -0.701318, 2.031565)  0.23
O (-3.449020, 0.210299, 1.565730)  -0.97
C (-3.481011, -1.893397, 3.048351)  0.69
F (-3.354381, -2.844947, 2.117960)  -0.18
F (-2.861312, -2.238989, 4.246982)  -0.28
F (-4.804069, -1.683512, 3.215051)  -0.27
C (-0.458171, -1.002503, 3.006347)  -0.52
C (0.852367, -1.014603, 2.131317)  -0.70
H (0.842447, -0.038753, 1.645799)  0.14
H (1.772197, -1.190688, 2.688988)  0.58
H (0.882194, -1.664865, 1.257036)  -0.15
H (-0.450209, -1.974839, 3.498881)  0.42
H (-0.338402, -0.277657, 3.811546)  0.21
H (-2.655227, 0.101144, 3.464413)  0.36
C (0.637065, -5.354284, 0.737431)  -1.33
C (-0.232571, -4.921975, -0.463479)  0.50
C (-1.772510, -5.143813, -0.265876)  -0.48
O (-2.293578, -3.922155, -0.513307)  -0.28
C (-1.357279, -2.977023, -0.638605)  0.39
O (-1.642385, -1.753395, -0.647873)  -0.55
O (-0.156725, -3.569289, -0.770846)  -0.19
H (0.443168, -6.366717, 1.091654)  0.40
H (0.401717, -4.723486, 1.594646)  0.29
H (1.672123, -5.098638, 0.510727)  0.33
H (0.128222, -5.534967, -1.289425)  0.27
H (-2.130539, -5.644906, 0.633476)  0.29
H (-2.078465, -5.815588, -1.067885)  0.28
C (1.716580, 2.681693, 4.102419)  -1.21
C (0.188699, 3.057039, 3.923212)  0.37
C (-0.108897, 4.516026, 3.545578)  -0.59
O (-1.217662, 4.353276, 2.601589)  -0.36
C (-1.155478, 3.117642, 2.067270)  0.39
O (-1.831525, 2.774614, 1.055739)  -0.53
O (-0.243346, 2.382488, 2.789087)  -0.06
H (1.912570, 1.614322, 4.000485)  0.26
H (1.985615, 2.808186, 5.151095)  0.41
H (2.353673, 3.237700, 3.414612)  0.35
H (-0.241934, 2.793910, 4.889351)  0.27
H (0.668304, 4.944929, 2.913030)  0.33
H (-0.322414, 5.091913, 4.446052)  0.31
C (3.394082, -2.430340, -1.252247)  -1.15
C (3.576467, -1.320611, -2.303813)  0.68
C (2.467433, -0.334056, -2.306356)  0.06
O (3.120938, 0.869577, -2.476498)  -0.32
C (4.389847, 0.787692, -2.207156)  0.59
O (5.174491, 1.670051, -2.295605)  -0.56
O (4.655587, -0.498848, -1.958229)  -0.41
H (2.914282, -2.095075, -0.332743)  0.15
H (4.307724, -2.997355, -1.073837)  0.39
H (2.673290, -3.164175, -1.612866)  0.29
H (3.645669, -1.803765, -3.278429)  0.21
H (1.955009, -0.322713, -1.344387)  -0.20
H (1.781445, -0.460434, -3.143941)  0.27
C (-2.591604, 3.403968, -4.098374)  -1.33
C (-1.110286, 3.817944, -4.043248)  0.58
C (-0.128740, 2.645885, -3.828432)  -0.13
O (0.909332, 2.907049, -4.721172)  -0.31
C (0.534323, 3.904056, -5.554034)  0.56
O (1.208711, 4.256875, -6.464090)  -0.55
O (-0.724233, 4.330298, -5.289499)  -0.36
H (-2.896228, 2.909709, -3.175870)  0.24
H (-2.717387, 2.746422, -4.958555)  0.37
H (-3.277843, 4.238838, -4.240379)  0.37
H (-0.983115, 4.569887, -3.264453)  0.26
H (-0.630306, 1.711972, -4.082079)  0.20
H (0.228693, 2.595965, -2.799913)  0.09

Forces on atoms 1 to 6 (eV/Å):
-0.166 0.312 -0.694
1.658 -0.640 3.314
-2.227 -0.443 -0.087
0.438 1.884 -2.312
1.964 -1.621 2.191
0.823 -1.417 -0.171



Short version: total energy = -1630.3502 -4941.3240 -3227.5427 a.u., in the order given.